(1)
{"formula": "C6H13N", "method": "ωB97M-V/def2-TZVPD", "homo_lumo_gap_ev": 8.79, "homo_ev": -7.813, "smiles": "CCC/C(C)=C/N", "e_above_lowest_kcal_mol": 53.7, "species": ["C", "C", "C", "C", "C", "N", "C", "H", "H", "H", "H", "H", "H", "H", "H", "H", "H", "H", "H", "H"], "coordinates": [[0.717, -2.377, -0.719], [0.262, -1.749, 0.627], [0.824, -0.274, 0.774], [-0.147, 0.798, 0.294], [0.033, 1.172, -0.993], [-0.780, 2.120, -1.521], [-1.228, 1.380, 1.273], [1.749, -2.668, -0.799], [0.601, -1.590, -1.560], [0.018, -3.278, -0.834], [-0.778, -1.707, 0.800], [0.707, -2.463, 1.405], [1.665, -0.275, 0.014], [1.087, -0.170, 1.830], [0.953, 1.041, -1.465], [-0.356, 2.338, -2.401], [-0.865, 3.043, -0.963], [-1.737, 2.157, 0.704], [-2.220, 0.913, 1.343], [-0.506, 1.589, 2.189]], "forces_ev_per_angstrom": [[-2.8, 0.7, -0.8], [3.0, -0.3, 0.4], [-0.2, -1.0, -0.9], [0.0, -1.6, -0.1], [-0.8, 0.3, 4.4], [-1.3, 3.4, -1.0], [2.2, -0.3, -1.2], [0.4, -0.3, 0.6], [-0.3, -1.5, 1.1], [1.2, 1.1, -0.6], [-1.3, -0.3, -0.2], [-0.6, 1.2, -0.6], [-0.3, 0.3, 1.6], [0.5, 0.4, -0.3], [1.3, -1.0, -0.9], [-0.4, 0.8, -0.7], [0.2, -2.2, -1.1], [1.1, 1.5, 0.5], [0.8, -1.5, 1.1], [-2.6, 0.1, -1.4]], "nbo_charge": [-0.618, -0.385, -0.426, -0.025, -0.050, -0.829, -0.696, 0.205, 0.200, 0.212, 0.201, 0.190, 0.201, 0.204, 0.184, 0.361, 0.368, 0.224, 0.240, 0.238]}

=====

(2)
{"formula": "C3H8O2", "method": "ωB97M-V/def2-TZVPD", "homo_lumo_gap_ev": 9.89, "homo_ev": -9.628, "e_above_lowest_kcal_mol": 78.4, "species": ["O", "C", "C", "C", "O", "H", "H", "H", "H", "H", "H", "H", "H"], "coordinates": [[1.584, -0.158, -0.181], [0.563, 0.327, -1.006], [-0.865, 0.020, -0.563], [-0.868, -0.522, 0.816], [-0.063, -1.381, 1.136], [1.188, 0.888, 1.312], [0.749, -0.077, -1.990], [0.722, 1.398, -1.068], [-1.292, -0.765, -1.198], [-1.508, 0.894, -0.643], [0.366, 0.846, 1.691], [-1.776, -0.543, 1.410], [1.143, -0.950, 0.361]], "forces_ev_per_angstrom": [[-0.1, -2.0, 0.9], [0.9, 0.3, -0.6], [0.1, 0.6, 0.2], [-0.9, -2.7, -0.6], [-0.1, -0.4, 0.5], [-3.2, 0.1, 1.5], [-0.3, 0.0, -0.6], [-0.2, 0.4, -0.1], [-0.1, 0.0, 0.3], [-0.1, 0.0, 0.0], [3.1, 1.0, -0.8], [-0.4, 1.1, 0.5], [1.3, 1.7, -1.2]], "nbo_charge": [-0.752, -0.064, -0.556, 0.453, -0.560, 0.113, 0.174, 0.177, 0.253, 0.231, -0.115, 0.157, 0.490]}

=====

(3)
{"formula": "C2H2N2O2S", "method": "ωB97M-V/def2-TZVPD", "homo_lumo_gap_ev": [8.29, 6.91], "homo_ev": [-7.433, -9.572], "multiplicity": 3, "e_above_lowest_kcal_mol": 16.4, "species": ["C", "C", "N", "N", "O", "O", "S", "H", "H"], "coordinates": [[0.374, 0.745, 0.164], [0.590, -0.611, -0.089], [1.344, 1.649, -0.059], [2.523, 1.417, -0.224], [4.277, -0.455, -0.390], [1.788, -1.165, -0.122], [3.136, -0.124, 0.385], [-0.663, 1.211, 0.202], [-0.039, -1.359, -0.513]], "forces_ev_per_angstrom": [[-2.8, 0.4, -1.4], [-0.4, 1.3, -0.1], [-1.3, -0.3, 1.6], [2.1, -0.9, -1.0], [0.3, -0.4, -0.7], [3.0, 0.7, -0.4], [-0.8, 0.2, 1.3], [1.5, -1.1, 0.0], [-1.6, 0.0, 0.6]], "mulliken_spin": [-0.129, 0.437, 0.715, 0.555, 0.084, 0.118, 0.192, -0.002, 0.029]}

=====

(4)
{"formula": "C4H16N8O8SZn", "method": "ωB97M-V/def2-TZVPD", "homo_lumo_gap_ev": 8.81, "homo_ev": -8.838, "species": ["Zn", "S", "O", "O", "O", "O", "C", "O", "N", "N", "H", "H", "H", "H", "C", "O", "N", "N", "H", "H", "H", "H", "C", "O", "N", "N", "H", "H", "H", "H", "C", "O", "N", "N", "H", "H", "H", "H"], "coordinates": [[0.103, 0.207, -0.310], [-0.749, 1.958, -2.203], [-0.499, 3.357, -2.260], [-1.346, 1.506, -0.878], [-1.507, 1.496, -3.368], [0.600, 1.154, -2.014], [2.472, -0.776, 1.250], [1.769, 0.205, 1.038], [1.938, -1.850, 1.816], [3.753, -0.820, 0.694], [2.593, -2.577, 2.114], [1.003, -1.844, 2.126], [3.992, -1.712, 0.300], [3.858, 0.052, 0.194], [-2.453, -0.901, 1.165], [-1.219, -1.077, 0.855], [-2.969, -1.825, 2.107], [-3.269, -0.126, 0.485], [-2.208, -2.389, 2.445], [-3.538, -1.466, 2.861], [-2.906, 0.319, -0.366], [-4.288, -0.139, 0.518], [-0.064, 2.674, 1.771], [-0.667, 1.601, 1.828], [0.667, 3.208, 2.763], [-0.302, 3.509, 0.693], [1.240, 4.073, 2.591], [0.976, 2.519, 3.435], [0.516, 3.760, 0.168], [-0.857, 2.974, 0.011], [0.524, -1.969, -2.374], [1.014, -1.481, -1.305], [0.358, -3.394, -2.464], [0.285, -1.198, -3.440], [0.620, -3.700, -3.389], [0.705, -3.864, -1.636], [-0.513, -1.303, -4.137], [0.370, -0.156, -3.086]], "forces_ev_per_angstrom": [[0.0, -0.3, 0.7], [0.9, -1.6, -1.4], [0.3, 1.2, 0.6], [-1.6, 0.0, -0.1], [0.6, -0.5, 1.1], [-0.6, 0.7, -1.1], [0.1, -0.1, -2.1], [-0.7, 1.5, -0.1], [2.5, -1.7, 0.7], [-1.4, 0.1, 1.7], [-0.8, 0.3, -0.1], [-1.0, 0.2, 0.2], [0.4, 0.2, -0.4], [0.5, -0.5, -0.5], [2.0, -2.5, -0.3], [-1.6, 0.8, 0.2], [0.2, 1.2, -0.5], [-0.9, 0.8, -1.1], [0.1, 0.0, 0.2], [-0.1, 0.1, -0.2], [0.3, 0.2, 0.7], [0.7, -0.4, 0.6], [-1.7, 0.4, -1.4], [0.7, -0.3, 0.9], [1.6, 0.8, 0.6], [0.0, -0.5, -0.5], [-1.0, -1.6, 0.3], [0.2, 0.4, 0.0], [0.5, 0.7, 0.0], [-0.1, 0.5, 0.6], [0.7, -1.5, 1.1], [-1.0, -0.9, -0.8], [-0.1, 2.8, -0.1], [-1.5, 2.1, -0.2], [0.0, -0.6, 0.3], [0.1, 0.0, -0.5], [1.6, -0.4, 1.5], [0.1, -1.6, -0.9]], "nbo_charge": [1.763, 2.564, -0.990, -1.186, -1.005, -1.181, 0.815, -0.776, -0.799, -0.842, 0.393, 0.429, 0.399, 0.419, 0.817, -0.806, -0.837, -0.789, 0.392, 0.390, 0.459, 0.409, 0.778, -0.714, -0.826, -0.868, 0.405, 0.398, 0.384, 0.429, 0.804, -0.811, -0.848, -0.856, 0.392, 0.400, 0.425, 0.472]}

=====

(5)
{"formula": "C4H8N2O", "method": "ωB97M-V/def2-TZVPD", "homo_lumo_gap_ev": 9.69, "homo_ev": -8.610, "smiles": "N[C@H]1C[C@@H]1/C=N/O", "e_above_lowest_kcal_mol": 107.0, "species": ["C", "C", "C", "C", "N", "N", "O", "H", "H", "H", "H", "H", "H", "H", "H"], "coordinates": [[-0.188, -0.581, -0.532], [1.295, -0.506, -0.346], [-0.986, -1.097, 0.644], [-0.972, 0.428, 0.314], [1.797, 0.578, 0.063], [-2.161, 1.076, -0.002], [3.163, 0.393, 0.080], [-0.385, -0.719, -1.588], [1.935, -1.431, -0.450], [-1.865, -1.682, 0.748], [-0.297, -1.358, 1.442], [-0.154, 1.004, 0.828], [-2.778, 0.559, -0.660], [-1.979, 2.034, -0.576], [3.576, 1.301, 0.036]], "forces_ev_per_angstrom": [[-0.1, 0.4, -0.5], [-0.8, -1.2, 0.5], [1.7, 1.8, 0.8], [2.8, -2.0, 0.7], [0.3, -0.3, -1.0], [-1.4, 3.4, -3.0], [2.1, 1.7, 0.3], [-0.7, -0.3, 0.0], [-0.6, 1.1, -0.2], [-0.9, -0.2, -0.9], [-0.1, 0.0, 0.2], [-1.8, -0.2, 0.0], [0.7, 0.1, 0.8], [-0.3, -2.9, 1.9], [-0.9, -1.4, 0.3]], "nbo_charge": [-0.324, 0.065, -0.433, -0.043, -0.145, -0.817, -0.581, 0.226, 0.187, 0.229, 0.212, 0.229, 0.361, 0.359, 0.475]}

=====

(6)
{"formula": "C23H18IIrN5O4S", "method": "ωB97M-V/def2-TZVPD", "homo_lumo_gap_ev": [8.12, 7.99], "homo_ev": [-8.250, -8.410], "multiplicity": 2, "e_above_lowest_kcal_mol": 0.0, "species": ["Ir", "N", "C", "C", "C", "C", "C", "C", "S", "O", "O", "N", "C", "N", "C", "C", "C", "N", "H", "H", "H", "H", "H", "H", "H", "H", "H", "I", "C", "C", "C", "C", "C", "C", "C", "O", "O", "H", "H", "H", "H", "N", "C", "C", "C", "C", "C", "C", "H", "H", "H", "H", "H"], "coordinates": [[0.264, -0.961, 1.013], [-4.310, -4.900, -3.636], [-3.642, -3.779, -3.219], [-2.249, -3.801, -3.058], [-1.582, -2.672, -2.632], [-2.288, -1.507, -2.357], [-3.667, -1.470, -2.513], [-4.338, -2.597, -2.943], [-1.409, -0.100, -1.798], [-0.061, -0.187, -2.291], [-2.195, 1.072, -2.038], [-1.247, -0.347, -0.173], [-2.251, -0.598, 0.708], [-1.629, -1.046, 1.838], [-2.368, -1.387, 2.877], [-3.749, -1.276, 2.801], [-4.286, -0.823, 1.606], [-3.554, -0.480, 0.544], [-3.806, -5.722, -3.909], [-5.291, -4.865, -3.832], [-1.698, -4.707, -3.279], [-0.505, -2.679, -2.525], [-4.200, -0.555, -2.297], [-5.414, -2.569, -3.073], [-1.849, -1.748, 3.755], [-4.377, -1.543, 3.637], [-5.359, -0.731, 1.487], [5.233, -3.134, -3.720], [4.181, -2.672, -1.986], [4.964, -2.499, -0.758], [4.390, -2.096, 0.378], [2.916, -2.030, 0.515], [2.154, -2.207, -0.736], [2.874, -2.433, -2.012], [2.480, -2.340, 1.961], [3.303, -2.850, 2.684], [1.299, -1.931, 2.366], [6.032, -2.660, -0.807], [4.966, -1.978, 1.283], [1.236, -2.789, -0.705], [2.284, -2.462, -2.918], [2.045, -0.925, -0.058], [2.587, 0.358, -0.498], [1.869, 1.482, -0.102], [2.262, 2.753, -0.481], [3.388, 2.932, -1.268], [4.108, 1.820, -1.661], [3.715, 0.541, -1.285], [0.982, 1.365, 0.505], [1.674, 3.603, -0.162], [3.694, 3.923, -1.574], [4.992, 1.930, -2.276], [4.315, -0.281, -1.610]], "forces_ev_per_angstrom": [[-1.1, -0.2, 0.5], [0.0, 0.0, 0.1], [0.0, 0.0, 0.0], [0.0, 0.0, 0.0], [0.0, 0.0, 0.0], [0.1, 0.0, 0.0], [0.0, 0.0, 0.0], [0.0, 0.0, 0.0], [0.1, 0.0, 0.0], [0.0, 0.0, 0.0], [0.0, -0.1, 0.0], [0.2, 0.2, -0.4], [-0.1, 0.0, 0.1], [0.0, 0.1, -0.2], [0.1, 0.0, 0.1], [0.0, 0.0, 0.0], [0.0, 0.0, 0.1], [0.1, 0.0, 0.0], [0.0, 0.0, 0.0], [0.0, 0.0, 0.0], [0.0, 0.0, 0.0], [0.0, 0.0, 0.0], [0.0, 0.0, 0.0], [0.0, 0.0, 0.0], [0.0, 0.0, 0.0], [0.0, 0.0, 0.0], [0.0, 0.0, 0.0], [0.0, 0.0, 0.0], [0.2, 0.2, 0.1], [0.0, 0.0, -0.1], [0.0, -0.1, -0.1], [0.2, 0.6, 0.8], [-0.6, -1.0, -0.8], [0.1, 0.0, 0.1], [0.5, -0.2, 0.2], [-0.2, -0.2, 0.1], [0.6, -0.1, -0.5], [0.0, 0.0, 0.0], [0.0, 0.0, 0.0], [-0.1, 0.3, 0.1], [0.0, -0.1, 0.0], [0.4, 0.8, 0.2], [-0.4, 0.1, -0.1], [0.0, 0.1, 0.0], [0.0, 0.0, 0.0], [0.0, 0.0, 0.0], [0.0, 0.0, 0.0], [0.1, 0.0, 0.0], [0.0, 0.0, 0.0], [0.0, 0.0, 0.0], [0.0, 0.0, 0.0], [0.0, 0.0, 0.0], [0.0, -0.2, -0.1]], "mulliken_spin": [0.984, 0.001, 0.001, -0.002, -0.003, 0.006, 0.002, -0.001, -0.005, 0.000, 0.001, 0.039, -0.027, 0.025, -0.013, 0.011, -0.007, 0.009, 0.000, 0.000, 0.000, -0.001, 0.000, 0.000, -0.001, 0.001, -0.001, 0.000, 0.000, 0.000, -0.001, 0.001, 0.010, 0.001, -0.004, 0.025, 0.006, 0.000, 0.000, 0.001, 0.000, -0.067, -0.024, 0.027, 0.005, 0.000, 0.000, -0.002, 0.005, 0.000, 0.000, 0.000, 0.000]}